Entry 1:
{
  "formula": "C17H30B2N3O8",
  "method": "ωB97M-V/def2-TZVPD",
  "species": ["N", "B", "O", "B", "N", "C", "O", "C", "O", "C", "C", "O", "C", "C", "C", "C", "C", "N", "H", "H", "H", "H", "H", "H", "H", "H", "H", "H", "H", "H", "H", "H", "H", "H", "H", "H", "O", "C", "O", "C", "C", "C", "H", "H", "H", "H", "H", "H", "O", "C", "O", "C", "C", "C", "H", "H", "H", "H", "H", "H"],
  "xyz": [[1.196, 1.678, -0.229], [1.507, 0.774, 0.946], [0.795, -0.492, 0.962], [2.656, 1.283, 2.068], [3.623, 2.266, 1.365], [1.796, 2.030, 3.276], [0.576, 2.687, 2.738], [-0.191, 3.124, 3.861], [-1.518, 2.615, 3.837], [-1.559, 1.224, 4.146], [-2.728, 0.606, 3.260], [-2.758, -0.805, 3.497], [3.473, 0.027, 2.796], [3.777, -1.156, 1.975], [4.458, -2.276, 2.625], [4.785, -2.131, 4.056], [4.438, -0.873, 4.684], [3.806, 0.196, 4.121], [1.076, 1.108, -1.084], [0.295, 2.128, -0.021], [1.119, -0.987, 0.186], [4.509, 2.346, 1.871], [3.854, 1.911, 0.431], [2.428, 2.798, 3.800], [1.411, 1.254, 4.001], [-0.284, 4.245, 3.742], [0.343, 2.966, 4.835], [-0.638, 0.655, 3.865], [-1.757, 1.005, 5.234], [-3.664, 1.134, 3.561], [-2.427, 0.842, 2.200], [-2.082, -1.231, 2.944], [3.543, -1.287, 0.901], [4.727, -3.218, 2.100], [5.278, -2.924, 4.657], [4.711, -0.773, 5.769], [0.640, 0.829, -3.153], [-0.545, 1.015, -3.081], [-1.279, 0.785, -1.966], [-2.671, 1.001, -2.250], [-2.692, 1.909, -3.462], [-1.439, 1.484, -4.205], [-3.140, 0.035, -2.447], [-3.154, 1.459, -1.387], [-3.606, 1.819, -4.051], [-2.596, 2.951, -3.146], [-1.629, 0.647, -4.879], [-0.986, 2.315, -4.743], [-4.057, -1.817, -3.726], [-3.222, -2.376, -4.378], [-2.347, -1.730, -5.194], [-1.557, -2.691, -5.910], [-1.622, -3.958, -5.080], [-3.007, -3.868, -4.461], [-1.988, -2.824, -6.906], [-0.537, -2.321, -6.014], [-1.459, -4.863, -5.664], [-0.866, -3.924, -4.292], [-3.773, -4.302, -5.108], [-3.038, -4.322, -3.473]],
  "forces_ev_per_a": [[0.0, -1.0, 0.1], [-0.8, 0.2, -1.0], [1.0, 0.1, -0.3], [0.0, -0.1, 1.1], [0.6, -0.2, -0.2], [0.1, -0.6, -0.4], [0.0, -0.3, 2.3], [0.2, 1.9, -1.1], [1.0, -0.5, 0.6], [-0.9, -1.1, -0.7], [2.0, 0.9, 0.5], [-0.5, 0.2, -0.3], [-0.5, 0.0, -1.3], [1.7, -1.6, 3.1], [-0.5, 2.0, 1.4], [-1.1, 1.7, -1.5], [0.4, -1.2, -0.1], [0.8, -2.7, -1.1], [-0.3, 0.5, 0.6], [0.5, -0.1, -0.2], [-0.6, 0.2, 0.3], [-0.2, 0.0, -0.2], [-0.1, 0.4, 0.4], [-0.6, -0.5, -0.2], [0.6, 0.8, -0.4], [-0.3, -1.0, 0.2], [-0.5, -0.4, -0.8], [-0.5, 0.8, 0.1], [0.1, 0.5, -0.8], [0.4, -0.9, -0.4], [-0.7, -0.2, 0.9], [-0.2, 0.4, 0.2], [-0.1, 0.6, 0.9], [-0.3, 0.8, 0.3], [-0.4, 0.6, -0.6], [-0.3, 0.0, -1.0], [-0.3, -0.1, 0.2], [0.4, -0.2, -0.3], [0.2, 0.1, -0.3], [-0.4, -0.1, 0.2], [-0.3, 0.3, -0.3], [-0.3, 0.4, 0.1], [0.0, 0.1, 0.0], [0.2, -0.1, 0.1], [0.0, -0.1, 0.1], [0.0, -0.1, 0.0], [0.1, 0.0, 0.0], [0.2, -0.2, -0.1], [0.3, 0.3, -0.2], [-0.6, -0.1, 0.2], [-0.2, 0.0, 0.2], [0.3, -0.1, -0.3], [0.2, -0.4, 0.1], [0.6, -0.1, 0.0], [0.0, 0.0, 0.0], [-0.1, 0.2, 0.0], [0.0, 0.1, 0.0], [0.0, 0.0, -0.1], [-0.1, 0.0, 0.1], [-0.3, 0.1, -0.1]],
  "energy_ev": -40319.6659,
  "largest_force_ev_per_a": 3.863,
  "gap_ha": 0.2085,
  "charge": -1
}



Entry 2:
{
  "formula": "C6H10N3OS",
  "method": "ωB97M-V/def2-TZVPD",
  "species": ["C", "C", "C", "C", "C", "C", "N", "N", "N", "O", "S", "H", "H", "H", "H", "H", "H", "H", "H", "H", "H"],
  "xyz": [[0.845, -1.417, -0.044], [-1.656, 0.476, -0.408], [-1.417, 0.537, 1.057], [-0.637, 1.231, -1.233], [-0.232, -0.114, 1.681], [1.767, 1.237, -0.251], [0.490, -0.974, 1.125], [0.696, 0.736, -0.964], [1.203, -2.685, -0.230], [0.858, -0.689, -1.196], [3.029, 0.442, 0.396], [-1.602, -0.496, -0.761], [-2.779, 0.799, -0.558], [-1.465, 1.607, 1.355], [-2.163, 0.016, 1.655], [-0.682, 1.183, -2.312], [-0.620, 2.353, -1.087], [0.220, -0.143, 2.679], [1.559, 2.325, -0.126], [1.192, -3.471, 0.431], [1.396, -2.950, -1.208]],
  "forces_ev_per_a": [[-0.4, -0.9, -0.9], [-2.3, 1.4, -0.5], [0.3, 1.2, 2.1], [0.5, 1.9, -0.4], [0.8, -0.3, -0.2], [-1.2, 1.1, -0.1], [1.2, -1.8, -0.8], [2.4, -1.7, 1.1], [-0.1, -0.1, -1.5], [-0.3, 0.9, 0.6], [-0.3, 0.4, -0.5], [-0.2, -2.2, -0.6], [2.4, -0.3, -0.1], [0.1, -0.6, 0.3], [-0.9, 0.2, -0.2], [-1.0, -0.5, -0.3], [0.1, -1.2, 0.4], [-1.5, 1.7, 0.6], [0.5, -0.6, 0.0], [-0.1, 1.2, 0.0], [-0.1, 0.2, 0.9]],
  "energy_ev": -23727.2930,
  "largest_force_ev_per_a": 3.170,
  "smiles": "[NH2+]=C1/N=C\\CCCN(C=S)O1",
  "gap_ha": 0.2909,
  "charge": 1
}



Entry 3:
{
  "formula": "C5H11O2",
  "method": "ωB97M-V/def2-TZVPD",
  "species": ["C", "C", "O", "O", "H", "H", "H", "C", "C", "C", "H", "H", "H", "H", "H", "H", "H", "H"],
  "xyz": [[-2.234, -1.815, 0.028], [-2.814, -0.370, -0.150], [-2.370, 0.488, 0.649], [-3.679, -0.248, -1.047], [-1.812, -2.193, -0.907], [-3.102, -2.439, 0.274], [-1.464, -1.793, 0.796], [1.300, 0.720, -0.535], [2.227, -0.362, -0.026], [1.194, 1.883, 0.467], [1.703, 1.228, -1.424], [0.287, 0.386, -0.745], [3.263, -0.038, -0.058], [2.128, -1.320, -0.527], [0.409, 2.557, 0.108], [0.826, 1.516, 1.433], [2.003, -0.591, 1.015], [2.135, 2.390, 0.650]],
  "forces_ev_per_a": [[-0.4, 0.5, -0.2], [0.1, -0.3, -0.1], [0.0, 0.1, -0.2], [0.1, 0.1, 0.1], [-0.1, 0.1, 0.0], [0.4, -0.1, 0.2], [-0.1, -0.3, 0.2], [0.3, 1.3, 0.2], [-0.2, -0.3, 0.3], [-1.0, -0.6, 0.3], [-0.1, -0.7, -0.2], [0.0, -0.3, 0.0], [0.3, 0.0, -0.1], [0.1, 0.0, -0.4], [0.4, 0.2, 0.1], [0.1, 0.0, -0.1], [-0.1, 0.1, 0.2], [0.2, 0.2, -0.2]],
  "energy_ev": -9459.8033,
  "largest_force_ev_per_a": 1.370,
  "gap_ha": 0.2786,
  "charge": -1
}



Entry 4:
{
  "formula": "C4H6O2",
  "method": "ωB97M-V/def2-TZVPD",
  "species": ["O", "C", "C", "C", "C", "O", "H", "H", "H", "H", "H", "H"],
  "xyz": [[0.074, -1.495, 0.859], [-0.350, -0.408, 0.085], [0.183, -0.410, -1.310], [0.763, 0.548, -0.284], [-1.175, 0.518, 0.906], [-2.187, 1.126, 0.688], [1.019, -1.407, 1.042], [-0.334, 0.067, -2.144], [0.660, -1.351, -1.569], [0.450, 1.570, -0.472], [1.471, 0.527, 0.552], [-0.490, 0.721, 1.787]],
  "forces_ev_per_a": [[0.2, 0.1, 0.1], [-0.2, 0.2, 0.1], [0.0, -0.1, 0.0], [0.1, 0.4, 0.2], [-0.3, 0.4, 0.3], [0.3, -0.3, -0.1], [-0.1, -0.1, 0.0], [0.1, 0.0, 0.4], [0.0, 0.2, 0.1], [0.0, 0.0, 0.1], [0.9, -0.5, -1.1], [-1.1, -0.1, 0.1]],
  "energy_ev": -8337.4377,
  "largest_force_ev_per_a": 1.504,
  "smiles": "O=CC1(O)CC1",
  "gap_ha": 0.3911
}



Calculated energy relative to the best compared isomer or geometry (same formula, charge and spin) in order - 27.7 76.1 5.2 69.7 kcal/mol
Calculated E_LUMO in order - 1.9 -4.6 3.7 0.8 eV